{"formula": "C36H32AsClNdOP", "method": "ωB97M-V/def2-TZVPD", "e_tot_ha": -5064.50159, "charge": 2, "gap_ev": [7.379, 7.526], "e_lumo_ev": [-6.235, -6.093], "e_above_lowest_kj_mol": 26.9, "spin_multiplicity": 4, "species": ["Nd", "Cl", "P", "C", "C", "C", "C", "C", "C", "C", "C", "C", "C", "C", "C", "C", "C", "C", "C", "C", "C", "H", "H", "H", "H", "H", "H", "H", "H", "H", "H", "H", "H", "H", "H", "H", "H", "H", "O", "As", "C", "C", "C", "C", "C", "C", "C", "C", "C", "C", "C", "C", "C", "C", "C", "C", "C", "C", "H", "H", "H", "H", "H", "H", "H", "H", "H", "H", "H", "H", "H", "H", "H"], "positions_angstrom": [[0.601969, 0.989483, 0.107883], [0.291050, -0.518142, 2.153572], [2.369344, -1.174287, -0.167749], [2.953731, -0.009368, -1.473627], [3.138344, -0.482942, -2.779160], [3.523361, 0.400489, -3.782010], [3.633791, 1.773548, -3.513987], [3.390400, 2.267405, -2.230646], [3.141123, 1.377853, -1.170276], [3.729477, -1.181301, 1.050607], [3.491594, -1.769804, 2.308114], [4.447783, -1.676214, 3.320547], [5.669901, -1.021300, 3.076558], [5.911924, -0.472045, 1.812196], [4.958788, -0.557028, 0.795167], [2.302429, -2.862478, -0.784497], [1.098710, -3.602672, -0.773433], [1.109461, -4.931799, -1.184003], [2.309017, -5.531981, -1.598860], [3.494477, -4.787369, -1.624208], [3.499325, -3.451787, -1.219848], [2.528604, -2.240572, 2.517007], [4.227115, -2.130199, 4.282528], [6.425111, -0.956917, 3.856995], [6.851850, 0.024638, 1.594167], [5.147270, -0.095425, -0.174518], [2.951022, -1.534149, -3.014376], [3.745931, 0.007305, -4.770748], [3.945229, 2.442646, -4.318256], [3.394186, 3.346669, -2.039423], [3.179955, 1.730701, -0.117250], [0.179577, -3.122544, -0.422037], [0.170272, -5.493567, -1.176792], [2.325583, -6.575151, -1.914717], [4.423674, -5.245039, -1.957738], [4.428390, -2.877976, -1.225001], [1.060331, -0.990556, -5.269658], [0.879532, -1.677219, -5.022507], [-1.396269, 0.797771, -0.471461], [-2.942251, 1.227011, 0.240117], [-2.647277, 1.806408, 2.098629], [-1.852220, 2.917218, 2.381608], [-1.744441, 3.370727, 3.704701], [-2.501549, 2.777832, 4.725929], [-3.321411, 1.681179, 4.423094], [-3.379106, 1.187505, 3.115318], [-3.392152, 2.788577, -0.808757], [-2.404420, 3.365413, -1.613203], [-2.609513, 4.628934, -2.173084], [-3.841498, 5.273701, -2.006709], [-4.848610, 4.674984, -1.231730], [-4.620680, 3.436731, -0.618504], [-3.712887, -0.538167, 0.265222], [-5.090869, -0.678354, 0.040869], [-5.666078, -1.947803, 0.167135], [-4.865409, -3.058152, 0.445429], [-3.478811, -2.922095, 0.588435], [-2.900036, -1.649549, 0.517046], [-1.341342, 3.449708, 1.570325], [-1.079835, 4.200902, 3.934676], [-2.447487, 3.146836, 5.756670], [-3.927650, 1.190826, 5.189603], [-4.015006, 0.335222, 2.856443], [-1.462332, 2.841759, -1.783055], [-1.799972, 5.097474, -2.735628], [-4.018216, 6.240838, -2.488464], [-5.803792, 5.188717, -1.094515], [-5.388539, 2.983474, 0.019602], [-5.690631, 0.199617, -0.207298], [-6.743607, -2.065764, 0.049138], [-5.315034, -4.044147, 0.546664], [-2.852863, -3.798464, 0.762406], [-1.827842, -1.497777, 0.683337]], "forces_ev_per_angstrom": [[-0.275, -0.830, 0.977], [-0.246, 0.658, 0.075], [0.880, 0.045, -0.109], [0.470, -0.275, 0.167], [-0.342, 0.420, -0.037], [0.111, 0.339, 0.203], [0.001, -0.311, -0.111], [0.019, 0.080, 0.301], [-0.419, -0.617, -0.682], [0.016, 0.223, 0.361], [0.028, 0.399, 0.006], [0.257, 0.044, -0.514], [-0.543, -0.203, -0.362], [-0.057, -0.196, 0.043], [-0.308, 0.066, 0.353], [-0.234, -0.342, -0.399], [0.555, 0.467, 0.031], [0.070, -0.164, -0.062], [-0.137, 0.418, 0.055], [-0.126, 0.121, 0.039], [-0.292, -0.371, 0.053], [0.334, 0.073, -0.075], [0.160, 0.134, -0.104], [-0.186, 0.027, -0.163], [-0.058, -0.079, 0.131], [0.091, -0.176, 0.272], [0.206, 0.367, 0.142], [-0.086, 0.191, 0.106], [-0.255, -0.100, 0.301], [0.339, -0.451, -0.085], [0.062, -0.131, -0.579], [0.280, -0.234, -0.151], [0.448, 0.114, -0.011], [-0.062, 0.289, 0.109], [-0.221, 0.046, 0.076], [-0.234, -0.191, 0.028], [-0.094, -0.315, 0.112], [0.079, 0.304, -0.114], [-0.171, 0.702, 0.284], [1.474, -0.575, 0.319], [-0.489, 0.001, -0.435], [0.148, 0.074, 0.224], [-0.108, -0.137, -0.147], [-0.010, -0.408, -0.309], [0.095, 0.004, -0.172], [-0.088, -0.074, -0.199], [-0.628, 0.117, -0.018], [0.194, 0.077, 0.224], [-0.288, -0.176, 0.072], [0.005, -0.254, 0.151], [0.246, -0.076, -0.111], [0.034, 0.111, 0.054], [-1.171, 0.103, -0.400], [0.273, -0.247, 0.308], [0.046, 0.169, -0.052], [0.228, 0.169, -0.059], [-0.160, 0.511, -0.057], [0.245, 0.157, 0.151], [-0.116, -0.034, 0.278], [-0.209, -0.107, -0.061], [0.015, -0.103, -0.524], [0.288, 0.269, -0.202], [0.199, 0.245, 0.295], [-0.303, 0.160, -0.002], [-0.359, -0.147, 0.054], [0.066, -0.379, 0.286], [0.342, -0.253, -0.049], [0.248, 0.286, -0.262], [-0.002, -0.350, 0.098], [0.322, 0.016, -0.020], [0.046, 0.239, -0.064], [-0.191, 0.297, 0.022], [-0.452, -0.228, -0.059]]}